Record 1
A molecular structure, C19H21O2Pt. Source: the OMol25 dataset; level of theory: ωB97M-V with the def2-TZVPD basis set.

Molar mass, g/mol: 476.5
Net charge: +1
HOMO level (spin up / spin down), eV: -10.07 / -11.76
Strongest force on any atom, eV/Å: 3.0
Multiplicity: 5

The geometry in XYZ format:
```
43
Properties=species:S:1:pos:R:3:forces:R:3
C 0.750371 -1.927525 2.953680 0.412 -1.402 -0.254
C -0.668684 -1.929381 2.883416 -0.025 -1.150 -0.241
C -1.062405 -2.128938 1.524916 1.014 0.012 -0.235
H -1.432902 -1.821443 3.657634 0.627 -0.056 -0.228
C 0.155195 -2.228643 0.724312 -0.342 -0.484 1.636
C 1.269943 -2.078646 1.644415 -0.748 -0.091 0.103
H 2.326744 -2.074320 1.385307 -0.363 -0.138 -0.001
H 1.438425 -1.879392 3.805493 -0.765 0.155 -0.278
H -2.094453 -2.245010 1.202579 0.357 -0.037 -0.074
H 0.205397 -2.682179 -0.242165 0.150 0.296 -0.434
C -1.151005 2.077246 1.425979 -0.432 0.656 1.928
C -1.112873 1.903351 2.812959 -0.288 -0.117 -1.820
C 0.309977 1.748613 3.288215 -0.097 -1.610 0.073
H -1.993961 1.556166 3.328113 0.014 0.370 0.517
C 1.080386 1.946763 1.974515 -0.720 0.009 -0.101
C 0.198838 2.219652 0.914090 1.393 0.069 2.286
H 0.460027 2.718294 0.007533 0.200 -0.398 -0.681
H -2.040570 2.269702 0.834957 0.113 -0.407 0.113
H 0.709060 2.311452 4.178738 -0.588 -0.395 -1.011
H 2.152547 2.072886 1.989279 0.005 -0.062 -0.285
Pt -0.084854 -0.085508 1.152107 -0.038 0.778 -1.006
O -0.805660 0.299367 -0.674941 -0.380 -0.311 -0.206
C -1.142140 -0.761847 -1.560160 -0.605 0.586 -0.587
C -0.002686 -1.001749 -2.463601 0.708 -0.673 0.643
H -1.430480 -1.729577 -1.096217 -0.038 0.911 0.045
H -1.960522 -0.314815 -2.142963 -0.093 -0.561 0.037
H 0.758895 -1.710321 -2.131995 -0.375 -0.145 -0.311
H 0.979735 -2.022776 -4.651787 0.026 0.394 -0.175
C 0.770859 -0.954540 -4.767915 -0.219 0.203 0.482
C 0.221796 -0.273595 -3.635419 0.442 1.103 -1.858
C -0.079688 1.126145 -3.780064 -0.082 -0.908 0.116
H -0.450616 1.653868 -2.892048 0.087 -0.079 -0.524
C 0.132479 1.767690 -4.995282 0.069 -0.136 -0.095
H -0.087834 2.834074 -5.100044 0.082 -0.399 0.074
C 0.627722 1.055251 -6.102520 -0.036 -0.199 0.285
H 0.775849 1.558780 -7.058685 -0.073 -0.111 0.308
C 0.937583 -0.310217 -5.983386 -0.004 0.222 0.090
H 1.306067 -0.873538 -6.844147 -0.102 0.260 0.277
C -0.024887 -0.058901 4.907762 -0.336 0.599 2.735
O 0.355828 0.246796 3.608900 -0.052 2.759 -1.245
H 0.889940 0.194355 5.421706 0.114 -0.569 1.318
H -0.404207 -1.099589 5.166260 0.921 1.315 -0.928
H -0.783227 0.632001 5.330473 0.063 -0.258 -0.486
```
Positions in Å, forces in eV/Å.

Atomic partial charges in e from the Löwdin method, atoms 1 to 2: C -0.132; C -0.126

=====

Record 2
A molecular structure, C19H22Br2NO5. Source: the OMol25 dataset; level of theory: ωB97M-V with the def2-TZVPD basis set.

Molar mass, g/mol: 504.2
Net charge: +1
HOMO level, eV: -11.67
Strongest force on any atom, eV/Å: 2.2

The geometry in XYZ format:
```
49
Properties=species:S:1:pos:R:3:forces:R:3
C 1.179170 -2.472511 3.882200 0.461 0.410 0.099
C 0.840592 -1.084771 3.290885 -0.497 -1.184 -0.986
Br 2.227781 -0.678159 1.926991 -0.480 0.257 0.913
C -0.578213 -1.048669 2.552162 1.948 0.856 -0.359
Br -0.524419 -1.985402 0.833394 -0.418 -0.499 0.998
N -1.661177 -1.524579 3.479450 0.138 0.332 -0.449
C -2.010514 -2.976001 3.372536 -1.242 -1.069 0.870
C -3.246274 -3.273153 2.457160 0.666 -0.910 -0.648
O -3.639267 -2.185742 1.645833 0.195 0.021 1.258
C -4.007866 -1.123355 2.494653 -0.145 1.308 -0.565
C -2.882600 -0.635635 3.465235 -1.159 -0.485 0.832
H 0.685256 -2.655870 4.852621 -0.051 0.008 -0.386
H 2.259400 -2.492841 4.088655 -0.393 -0.027 0.017
H 0.980808 -3.284293 3.167912 0.014 0.304 0.220
H 0.859082 -0.300482 4.060602 0.058 -0.079 -0.397
H -0.743362 0.016643 2.318987 -0.174 -0.472 -0.048
H -1.282053 -1.406111 4.420118 0.205 -0.008 -0.106
H -2.296669 -3.291775 4.392589 0.188 0.280 -0.306
H -1.152923 -3.601102 3.114474 -0.042 0.643 -0.189
H -2.944707 -4.081501 1.774913 -0.118 0.338 0.125
H -4.073298 -3.690763 3.056812 0.103 0.526 -0.078
H -4.914080 -1.330628 3.086731 0.296 -0.302 -0.166
H -4.260124 -0.276630 1.838687 0.062 -0.347 0.149
H -2.613120 0.417669 3.333320 0.297 -0.432 -0.263
H -3.291397 -0.711223 4.488807 0.244 0.039 -0.344
C 0.059600 3.558735 -0.281855 0.042 0.104 -0.057
C -0.107600 3.736656 -1.591277 0.036 0.061 0.208
C -0.516874 2.618477 -2.471375 -0.022 0.130 -0.173
O -0.667257 2.778804 -3.664106 -0.068 -0.042 0.148
C -0.732687 1.294546 -1.843188 -0.014 -0.217 0.166
C -0.560298 1.118235 -0.534955 -0.099 -0.024 -0.038
C -0.155996 2.237022 0.342898 0.037 0.103 -0.023
O -0.015844 2.070673 1.542908 -0.177 -0.130 0.080
H 0.355872 4.363461 0.378663 0.016 -0.026 0.017
H 0.044874 4.695862 -2.068701 0.000 -0.023 -0.037
H -1.030871 0.488744 -2.503000 -0.002 0.036 -0.035
H -0.707814 0.156332 -0.047477 0.023 0.546 -0.356
C 4.646777 0.814712 -5.877177 0.125 0.046 0.220
C 4.648610 1.321168 -4.645077 0.120 -0.089 -0.131
C 3.428939 1.925305 -4.064218 0.030 0.058 0.105
O 3.426460 2.388024 -2.939600 -0.063 -0.056 0.002
C 2.208945 1.945510 -4.899783 -0.076 -0.025 -0.132
C 2.205396 1.438846 -6.131503 -0.123 0.097 0.181
C 3.424729 0.833774 -6.714231 -0.005 -0.074 -0.224
O 3.423252 0.370230 -7.833933 0.002 0.007 0.055
H 5.527891 0.369081 -6.320820 -0.025 -0.005 -0.041
H 5.531106 1.315197 -4.017983 -0.017 0.027 0.023
H 1.330693 2.392181 -4.452449 0.080 -0.004 -0.118
H 1.322091 1.445301 -6.757467 0.023 -0.010 -0.030
```
Positions in Å, forces in eV/Å.

Atomic partial charges in e from the Löwdin method, atoms 1 to 2: C -0.155; C -0.683

=====

Record 3
A molecular structure, C19H22BrCaN7O2S3Sb. Source: the OMol25 dataset; level of theory: ωB97M-V with the def2-TZVPD basis set.

Molar mass, g/mol: 718.4
Net charge: -2
HOMO level (spin up / spin down), eV: -1.10 / -1.66
Strongest force on any atom, eV/Å: 4.4
Multiplicity: 2

The geometry in XYZ format:
```
56
Properties=species:S:1:pos:R:3:forces:R:3
Ca 9.467054 -13.054205 -1.030709 -0.898 0.758 -0.010
S 6.616225 -11.504809 -6.293405 0.722 -0.461 0.643
Sb 8.254071 -12.251650 -4.726723 -0.383 1.099 -0.118
S 10.379588 -11.227577 -5.063347 -0.507 -0.330 0.012
S 7.575398 -11.720306 -2.487277 0.016 0.184 -0.933
Br 10.746627 -11.104999 1.243205 0.335 -0.342 0.084
C 9.920555 -12.178443 2.592573 -1.534 -0.161 -0.606
C 10.540047 -12.476585 3.759402 -0.619 0.242 0.157
C 9.771552 -12.917522 4.856558 -2.216 -0.151 -0.674
C 8.385289 -13.091230 4.725742 -0.377 0.371 1.047
C 7.707162 -12.940806 3.473277 1.691 1.204 0.099
C 6.299719 -13.053983 3.292375 -0.290 -0.078 -1.137
C 5.740529 -13.009140 2.005430 -0.250 0.848 0.446
C 6.613025 -12.737777 0.885531 -2.256 -1.099 0.666
C 7.930311 -12.627703 1.112267 2.734 1.580 -3.097
C 8.522386 -12.491826 2.346072 -0.604 -1.820 2.321
H 11.564704 -12.269884 3.925311 0.887 0.287 -0.047
H 10.255031 -12.967909 5.803460 0.169 -0.287 0.657
H 7.692924 -13.227321 5.617837 1.245 -0.133 -0.891
H 5.657051 -13.066231 4.169683 0.089 -0.509 -0.030
H 4.616398 -13.107894 1.896714 1.387 0.190 0.091
H 6.246354 -12.681107 -0.166270 -0.021 -0.367 0.906
C 13.028818 -13.593208 -4.849417 -0.235 -0.289 -0.496
N 12.467515 -14.674933 -4.024771 0.374 0.469 -0.093
C 12.579368 -16.012424 -4.522350 0.679 -0.237 -0.189
C 11.977149 -14.408939 -2.764406 -1.803 2.317 0.157
N 11.419391 -13.258869 -2.436163 1.552 -1.683 -0.767
N 12.004105 -15.482219 -1.889555 1.350 -1.018 -0.366
C 11.489299 -15.549093 -0.569159 0.498 0.121 -1.129
N 11.743258 -16.770135 -0.027648 -0.114 -0.692 0.894
N 10.932371 -14.557433 -0.011832 -1.046 -1.017 1.669
H 13.287552 -14.048875 -5.823852 -0.373 0.371 0.366
H 13.990508 -13.244895 -4.453104 -0.251 0.252 0.266
H 12.286968 -12.779637 -5.017892 0.593 -0.378 0.099
H 13.025418 -15.981865 -5.523065 -0.024 0.027 0.315
H 11.617253 -16.507558 -4.655555 -0.057 -0.163 0.434
H 13.282290 -16.580264 -3.886382 -0.290 -0.455 -0.386
H 11.395616 -12.640938 -3.261891 -0.205 -0.065 0.222
H 12.670843 -16.236664 -2.204609 -1.369 1.274 0.971
H 11.972239 -17.447271 -0.714912 0.060 -0.681 -0.456
H 11.068648 -17.177237 0.629891 -0.096 0.564 -0.279
H 10.400339 -14.934704 0.825927 0.978 0.673 -0.913
C 5.734448 -15.390841 -2.448672 -0.918 -1.192 0.259
N 6.492754 -16.223384 -1.507700 -0.376 -0.758 0.256
C 6.007873 -17.429255 -0.994945 -0.497 0.003 0.041
C 6.713002 -18.130017 -0.062022 -0.241 0.991 -1.248
C 8.093232 -17.646474 0.172271 0.509 -2.534 2.246
O 8.835688 -18.267181 0.992948 -0.672 0.301 -0.643
N 8.584806 -16.631016 -0.503345 0.177 1.019 -0.200
C 7.794475 -15.873139 -1.235665 1.661 2.582 -1.905
O 8.270143 -14.799694 -1.812864 -1.321 -2.586 1.159
H 5.725139 -15.921829 -3.417039 -0.082 0.554 0.161
H 6.217098 -14.430536 -2.508343 0.120 0.333 -0.174
H 4.690230 -15.285734 -2.071934 0.707 -0.018 -0.296
H 5.015379 -17.775080 -1.406359 1.103 0.650 0.633
H 6.318044 -19.028393 0.408519 0.289 0.242 -0.192
```
Positions in Å, forces in eV/Å.

Atomic partial charges in e from the Löwdin method, atoms 1 to 2: Ca 0.934; S -0.477